# 1
83
Properties=species:S:1:pos:R:3 method="wB97M-V/def2-TZVPD" energy_ha=-3562.7056 charge=0
C 2.46 -2.62 3.07
C 1.31 -3.53 2.27
O 2.01 -4.69 1.71
C 1.35 -5.96 2.05
C 0.28 -6.33 0.81
O -1.03 -6.54 1.46
C -2.12 -5.86 0.72
C -2.86 -4.69 1.63
C -3.64 -3.44 0.91
C -3.80 -3.18 -0.70
F -3.81 -4.41 -1.53
C -2.61 -2.10 -1.12
C -1.09 -2.77 -1.04
C -4.32 -2.27 1.90
Cl -5.24 -0.77 1.21
C -4.21 -2.33 3.55
N -4.81 -1.20 4.38
C -3.92 -0.12 4.33
S -2.97 1.25 3.86
C -3.45 -3.62 4.26
N -3.31 -3.77 5.78
S -2.42 -5.30 5.90
N -2.18 -5.78 4.21
C -2.80 -4.76 3.27
H 2.29 -1.49 2.85
H 3.53 -2.92 2.63
H 2.48 -2.87 4.21
H 0.43 -3.80 3.01
H 0.84 -2.81 1.45
H 2.10 -6.89 2.10
H 0.75 -5.95 3.05
H 0.60 -7.30 0.23
H 0.32 -5.41 0.09
H -2.95 -6.71 0.55
H -1.81 -5.50 -0.35
H -4.84 -2.63 -0.91
H -2.63 -1.26 -0.27
H -2.83 -1.54 -2.12
H -0.99 -3.42 -0.05
H -0.27 -1.91 -0.93
H -0.90 -3.43 -1.98
O 1.82 -2.35 -0.64
N 2.10 -1.15 -0.71
O 1.51 -0.25 -0.09
C 3.21 -0.76 -1.59
C 3.88 -1.74 -2.33
C 4.92 -1.35 -3.19
C 5.28 -0.01 -3.29
C 4.62 0.96 -2.54
C 3.58 0.59 -1.68
H 3.61 -2.79 -2.27
H 5.44 -2.11 -3.78
H 6.09 0.28 -3.96
H 4.91 2.00 -2.62
H 3.07 1.36 -1.11
O 4.93 3.86 -1.89
N 3.80 4.32 -2.06
O 2.77 3.87 -1.53
C 3.65 5.47 -2.96
C 4.78 5.98 -3.62
C 4.63 7.06 -4.50
C 3.37 7.62 -4.71
C 2.25 7.11 -4.05
C 2.38 6.03 -3.17
H 5.77 5.56 -3.46
H 5.49 7.46 -5.02
H 3.25 8.45 -5.40
H 1.27 7.55 -4.22
H 1.50 5.65 -2.67
O -1.20 5.89 -1.24
N -2.09 6.45 -0.59
O -2.36 7.66 -0.66
C -2.88 5.63 0.33
C -2.59 4.27 0.47
C -3.32 3.49 1.37
C -4.35 4.07 2.12
C -4.65 5.43 1.97
C -3.92 6.21 1.08
H -1.79 3.80 -0.10
H -3.10 2.43 1.49
H -4.92 3.47 2.82
H -5.45 5.87 2.55
H -4.16 7.27 0.98

=====

# 2
9
Properties=species:S:1:pos:R:3 method="wB97M-V/def2-TZVPD" de_lowest_kcal_mol=136.5 energy_ha=-567.7054 charge=0
C 1.39 -0.37 0.01
C 2.65 -0.07 0.04
F 3.72 -0.87 -0.02
F 3.05 1.21 0.02
Si -0.24 0.49 0.00
H 1.08 -1.92 0.17
H -0.65 0.40 -1.36
H 0.04 1.77 0.63
H -1.23 -0.12 0.76

=====

# 3
95
Properties=species:S:1:pos:R:3 method="wB97M-V/def2-TZVPD" de_lowest_kcal_mol=2.5 energy_ha=-8179.5638 charge=0
Ir 0.24 0.05 -0.57
C -1.43 -0.61 2.27
C -1.71 0.87 2.05
P -0.35 1.62 1.07
C -1.05 3.27 0.72
C -2.27 3.34 0.04
C -2.84 4.57 -0.26
C -2.19 5.74 0.08
C -0.95 5.68 0.72
C -0.38 4.45 1.03
C 0.93 2.02 2.31
C 0.66 2.36 3.64
C 1.68 2.74 4.50
C 2.99 2.80 4.05
C 3.28 2.46 2.73
C 2.26 2.07 1.87
P -1.32 -1.40 0.61
C -0.93 -3.14 0.97
C -0.08 -3.51 2.00
C 0.21 -4.85 2.22
C -0.33 -5.83 1.41
C -1.16 -5.47 0.35
C -1.45 -4.13 0.13
C -3.11 -1.53 0.23
C -3.98 -2.16 1.13
C -5.33 -2.29 0.83
C -5.82 -1.83 -0.39
C -4.96 -1.22 -1.29
C -3.61 -1.06 -0.98
H -2.19 -1.09 2.88
H -0.46 -0.75 2.76
H -1.84 1.40 2.99
H -2.62 0.99 1.47
H -2.77 2.43 -0.28
H -3.80 4.61 -0.77
H -2.63 6.70 -0.15
H -0.43 6.60 0.97
H 0.58 4.41 1.52
H -0.36 2.34 4.01
H 1.44 3.02 5.52
H 3.78 3.11 4.72
H 4.30 2.50 2.36
H 2.48 1.80 0.84
H 0.37 -2.75 2.64
H 0.87 -5.13 3.04
H -0.11 -6.88 1.59
H -1.58 -6.23 -0.30
H -2.08 -3.85 -0.70
H -3.60 -2.57 2.06
H -5.99 -2.77 1.54
H -6.87 -1.95 -0.63
H -5.33 -0.87 -2.25
H -2.95 -0.59 -1.68
O 1.30 1.20 -6.18
C 1.37 2.43 -5.46
C 0.92 2.19 -4.02
C 1.03 3.59 -3.36
O 0.29 3.69 -2.16
C 1.81 1.05 -3.45
Se 2.34 1.07 -1.57
C -0.54 1.75 -4.05
Se -1.34 1.09 -2.39
H 1.53 1.36 -7.10
H 0.73 3.19 -5.92
H 2.40 2.81 -5.45
H 0.63 4.32 -4.07
H 2.09 3.81 -3.19
H 0.53 4.51 -1.70
H 2.75 1.02 -4.00
H 1.32 0.09 -3.60
H -0.67 0.93 -4.76
H -1.17 2.59 -4.36
C -0.94 -5.00 -3.71
O -0.18 -4.16 -2.82
C -0.35 -2.81 -2.82
S -1.49 -2.11 -3.81
S 0.84 -2.09 -1.81
H -0.75 -6.02 -3.37
H -0.59 -4.88 -4.73
H -2.00 -4.77 -3.67
C 2.62 -0.96 4.04
N 3.37 -1.23 2.82
C 4.81 -1.46 2.99
C 2.76 -1.30 1.62
C 3.60 -1.73 0.45
O 1.55 -1.04 1.49
H 3.07 -0.13 4.58
H 2.60 -1.84 4.68
H 1.61 -0.68 3.77
H 5.13 -0.96 3.89
H 5.37 -1.05 2.15
H 5.04 -2.52 3.08
H 4.33 -2.49 0.71
H 4.11 -0.86 0.02
H 2.94 -2.11 -0.32